A molecular structure, C27H34AuO3Se3Si. Source: the Open Molecules 2025 dataset; level of theory: ωB97M-V/def2-TZVPD.

```
69
Properties=species:S:1:pos:R:3
Au 1.76638 0.99166 0.51971
O 6.83278 4.44193 -0.03064
C 5.57175 4.78757 0.53404
C 4.50725 3.72841 0.19746
C 4.46832 3.67713 -1.35390
O 3.53821 2.76398 -1.86509
C 4.96450 2.41278 0.86265
Se 4.12974 0.67328 0.43440
C 3.21032 4.23531 0.85811
Se 1.42955 3.59748 0.30799
H 7.47953 5.09038 0.25409
H 5.24090 5.75982 0.14440
H 5.64733 4.86360 1.62638
H 5.47608 3.41786 -1.69685
H 4.22684 4.68951 -1.71507
H 3.62040 2.70653 -2.82159
H 4.85937 2.51727 1.94314
H 6.01855 2.26236 0.63123
H 3.13772 5.31752 0.71194
H 3.26594 4.04501 1.92992
C -3.05106 1.59509 2.23326
C -3.10146 1.43938 0.70975
C -2.85156 2.79571 0.04813
C -4.49669 0.94388 0.31860
Si -1.67917 0.22975 0.21821
O -0.32250 0.90917 0.65807
C -2.03271 -1.30605 1.27722
C -1.20159 -1.52655 2.37722
C -1.46611 -2.53578 3.29130
C -2.59529 -3.32867 3.14261
C -3.43999 -3.11680 2.06280
C -3.14942 -2.12905 1.13283
C -1.72716 -0.13592 -1.64528
C -2.79166 -0.72170 -2.33338
C -2.75031 -0.91763 -3.70717
C -1.62896 -0.53833 -4.43075
C -0.55095 0.03066 -3.76647
C -0.60621 0.22960 -2.39513
H -3.80265 2.31603 2.57780
H -2.06495 1.94401 2.54788
H -3.24378 0.64063 2.72841
H -3.58839 3.53389 0.38847
H -2.92784 2.71529 -1.04015
H -1.85231 3.16343 0.29134
H -5.25358 1.68337 0.60984
H -4.74104 0.00826 0.82480
H -4.58113 0.79346 -0.76076
H -0.33309 -0.88706 2.49888
H -0.78960 -2.70522 4.12111
H -2.80307 -4.12294 3.84970
H -4.31885 -3.74034 1.93952
H -3.80116 -2.01166 0.27369
H -3.68063 -1.03408 -1.79545
H -3.59522 -1.36522 -4.21848
H -1.59382 -0.68994 -5.50308
H 0.33330 0.32125 -4.32161
H 0.23543 0.68400 -1.88325
Se 1.52903 -2.50088 -0.57677
C 0.73197 -4.20966 -0.38992
C 1.25842 -5.15578 0.49253
C 0.69765 -6.41805 0.58039
C -0.38501 -6.76097 -0.22033
C -0.91657 -5.82461 -1.09612
C -0.36398 -4.55786 -1.18068
H 2.11551 -4.89504 1.09988
H 1.11758 -7.15314 1.25647
H -0.81016 -7.75543 -0.16306
H -1.75583 -6.08857 -1.72799
H -0.76491 -3.82331 -1.86722
```

Total charge: -1
Electronic energy (eV): -242304.5521
⟨S²⟩: 2.022
2S+1: 3

=====

A molecular structure, C27H34B2CdN14. Source: the Open Molecules 2025 dataset; level of theory: ωB97M-V/def2-TZVPD.

```
78
Properties=species:S:1:pos:R:3
Cd -0.01625 -0.07543 0.17627
C -0.01379 0.35797 4.66839
C -0.44470 -0.28575 3.50747
N 0.18057 0.20149 2.44500
N 1.03258 1.15842 2.88738
C 0.92716 1.26093 4.22630
B 1.94656 2.00577 1.94813
N 1.01989 2.90393 1.04201
C 0.87011 4.23161 0.87646
C -0.13539 4.46544 -0.03648
C -0.56735 3.18973 -0.39469
N 0.12932 2.26232 0.24832
N 2.80515 1.10606 0.99133
C 4.13533 1.15577 0.79748
C 4.48718 0.18696 -0.11909
C 3.28050 -0.43545 -0.43768
N 2.27527 0.12950 0.22123
N 2.92072 2.76293 2.84465
C 3.20708 4.06361 3.11729
C 4.20404 4.10142 4.05503
C 4.47438 2.74745 4.32225
N 3.71010 1.95101 3.60501
H -0.32986 0.18714 5.68162
H -1.18064 -1.06527 3.38359
H 1.53224 1.95737 4.77818
H 1.46582 4.94866 1.40401
H -0.50082 5.41796 -0.37577
H -1.35867 2.89433 -1.06779
H 4.74775 1.85715 1.33413
H 5.47328 -0.04378 -0.48007
H 3.08694 -1.26352 -1.10359
H 2.70511 4.89032 2.65538
H 4.66034 4.97492 4.48591
H 5.19161 2.32349 5.00687
C 1.51405 1.49250 -3.02779
C 0.50074 0.47728 -3.33557
C 0.00528 -0.01737 -4.53446
C -0.93854 -0.95941 -4.20517
C -1.79633 -1.81663 -5.03891
N -0.98980 -1.00938 -2.78110
N -0.15770 -0.18047 -2.27804
B -1.94545 -1.95480 -1.86236
N -1.03802 -2.86569 -1.05681
N -0.15508 -2.37526 -0.13566
C 0.45272 -3.41231 0.41922
C 1.48184 -3.23152 1.48408
C -0.03464 -4.60494 -0.14033
C -0.97373 -4.22143 -1.06831
C -1.82553 -5.07167 -1.94943
N -2.83883 -1.03276 -1.05244
N -2.33301 -0.15934 -0.12945
C -3.36181 0.46007 0.42925
C -3.17077 1.47886 1.50256
C -4.56191 -0.00797 -0.13017
C -4.19324 -0.94960 -1.06142
C -5.05711 -1.78801 -1.94214
H 1.93910 1.91879 -3.93178
H 2.30319 1.05266 -2.40893
H 1.07121 2.28101 -2.41048
H 0.30107 0.27762 -5.52637
H -1.60491 -1.63054 -6.09232
H -2.84970 -1.62932 -4.82087
H -1.61511 -2.86989 -4.81542
H -2.59844 -2.59477 -2.62328
H 1.63075 -2.17699 1.71122
H 2.43672 -3.65742 1.17401
H 1.17723 -3.74024 2.39918
H 0.25580 -5.61125 0.10791
H -1.59954 -6.11992 -1.76731
H -1.64749 -4.86864 -3.00607
H -2.88630 -4.91441 -1.75374
H -2.11492 1.61560 1.72913
H -3.67967 1.16905 2.41593
H -3.59035 2.43966 1.20190
H -5.56367 0.29465 0.12203
H -6.10191 -1.55124 -1.75388
H -4.91052 -2.85124 -1.75193
H -4.85726 -1.60780 -2.99902
```

Total charge: +1
Electronic energy (eV): -55328.8493
⟨S²⟩: 0.758
2S+1: 2

=====

A molecular structure, C27H34BrNO4Pd in a non-equilibrium geometry. Source: the Open Molecules 2025 dataset; level of theory: ωB97M-V/def2-TZVPD.

```
68
Properties=species:S:1:pos:R:3
C 3.94743 -1.74705 3.48073
C 2.49783 -1.68090 3.96936
C 1.67011 -2.89548 3.49892
C 1.82807 -0.31898 3.72936
C 1.99500 0.31088 2.32516
C 1.97389 -0.66426 1.16219
C 0.80820 1.26868 2.16481
O 1.07554 2.22828 1.11263
C 0.59202 2.02598 -0.07219
C -0.74055 1.61342 -0.31905
C -1.19945 1.41359 -1.58702
C -0.31064 1.63483 -2.69219
C 0.98276 2.08030 -2.47696
C 1.48246 2.29783 -1.20405
C 2.88020 2.79074 -1.03411
C 3.06151 3.91108 0.00336
C 2.00047 5.01518 -0.07545
Br 1.31610 5.39469 1.72165
C -0.83224 1.37087 -4.06205
O -0.46813 2.02757 -4.99181
C -1.75552 0.23296 -4.12261
C -1.75792 -0.58878 -5.22360
C -2.62232 -1.68119 -5.26400
C -3.48010 -1.92614 -4.19656
C -3.50157 -1.12480 -3.06446
C -4.45222 -1.49824 -1.94125
C -3.79284 -1.68943 -0.57310
O -4.51813 -0.95448 0.40055
C -3.70615 -3.16041 -0.16855
N -3.23150 -3.34355 1.20593
C -2.63515 -0.01328 -3.03650
C -2.58179 0.93987 -1.89759
O -3.53935 1.27671 -1.26900
H 4.06353 -2.27612 2.54242
H 4.48117 -2.37088 4.24812
H 4.42259 -0.76377 3.46075
H 2.54882 -1.78397 5.05347
H 0.65793 -2.55078 3.28694
H 2.03901 -3.31215 2.56596
H 1.57077 -3.64638 4.27374
H 0.76266 -0.35715 3.95844
H 2.26303 0.38366 4.44086
H 2.90230 0.91388 2.32706
H 2.87918 -1.25850 1.07643
H 1.16025 -1.37564 1.29735
H 1.81952 -0.18274 0.19094
H -0.10000 0.68836 2.01732
H 0.68539 1.83566 3.08297
H -1.40229 1.44908 0.52074
H 1.60717 2.26287 -3.33991
H 3.22813 3.10159 -2.01561
H 3.54008 1.96637 -0.74474
H 3.07986 3.48631 0.99810
H 4.03562 4.36914 -0.14394
H 2.39001 5.96527 -0.41612
H 1.14079 4.76552 -0.69490
H -1.08371 -0.42340 -6.05111
H -2.62789 -2.34530 -6.11259
H -4.14441 -2.77285 -4.27450
H -4.96504 -2.39847 -2.26994
H -5.21809 -0.72975 -1.88048
H -2.75800 -1.32764 -0.63872
H -3.92978 -0.42451 0.93950
H -4.65740 -3.67651 -0.26845
H -2.97992 -3.66041 -0.81402
H -3.97969 -3.63900 1.81456
H -2.81262 -2.50372 1.57617
Pd 6.39500 -1.95454 4.49059
```

Total charge: +2
Electronic energy (eV): -111730.8150